[1]
Entry from the Open Molecules 2025 dataset: a cluster of 2 separate species, C4H11NO3 in total (the ωB97M-V functional and the def2-TZVPD basis).

The structure (SMILES) is C[C@@H](O)CC(N)=O.O. The HOMO-LUMO gap comes out at 10.987 eV.

Last column: Mulliken charge in e.
Element x y z (Å)
C1 -0.17 0.24 1.27  -1.160
C2 -1.20 -0.63 0.43  0.494
C3 -0.49 -1.61 -0.43  -1.138
O1 -2.18 -1.29 1.22  -0.564
C4 0.42 1.22 0.30  0.673
N1 -0.39 2.31 0.15  -0.393
O2 1.38 1.08 -0.45  -0.701
H1 -0.66 0.72 2.11  0.389
H2 0.52 -0.44 1.82  0.419
H3 -1.72 0.04 -0.28  0.321
H4 0.67 -1.61 -0.20  0.176
H5 -1.00 -2.59 -0.38  0.375
H6 -0.40 -1.38 -1.48  0.314
H7 -1.69 -1.53 2.05  0.327
H8 -1.09 2.53 0.86  0.195
H9 -0.14 3.04 -0.54  0.258
H10 2.56 -0.42 -2.77  0.285
H11 1.82 -0.40 -1.40  0.383
O3 2.39 -0.94 -1.98  -0.653

=====

[2]
Entry from the Open Molecules 2025 dataset: a cluster of 2 separate species, C6H17NO in total (the ωB97M-V functional and the def2-TZVPD basis).

The structure (SMILES) is CCC[C@H](C)NC.O. The HOMO-LUMO gap comes out at 10.140 eV.

Last column: Mulliken charge in e.
Element x y z (Å)
C1 0.67 -0.79 -1.90  -0.724
N1 -0.42 -1.49 -1.21  -0.564
C2 -1.30 -0.61 -0.40  0.589
C3 -0.46 0.34 0.51  -0.427
C4 -0.42 1.75 -0.01  -0.414
C5 0.66 2.63 0.60  -1.303
C6 -2.23 -1.48 0.41  -1.561
H1 0.31 0.09 -2.44  0.299
H2 1.11 -1.49 -2.60  0.351
H3 1.46 -0.42 -1.25  0.148
H4 -0.99 -1.76 -2.00  0.295
H5 -1.89 0.04 -1.07  0.285
H6 -0.96 0.30 1.48  0.556
H7 0.51 -0.14 0.60  -0.269
H8 -0.29 1.78 -1.08  0.236
H9 -1.42 2.19 0.01  0.387
H10 1.63 2.11 0.55  0.294
H11 0.46 2.88 1.64  0.305
H12 0.94 3.51 0.03  0.398
H13 -1.66 -2.16 1.05  0.353
H14 -2.88 -2.07 -0.24  0.361
H15 -2.78 -0.88 1.14  0.411
H16 2.68 -0.35 0.77  0.330
H17 2.25 -0.95 2.09  0.324
O1 2.88 -0.32 1.72  -0.661

=====

For each record above, in turn, the calculated ΔE to the lowest compared entry with this formula, charge and spin values are 122.6; 80.3 kJ/mol.